Record 1
Here is a cluster of 3 separate species, C27H53BIN4O6S in total at a distorted geometry from the Open Molecules 2025 dataset. Energies are from wB97M-V/def2-TZVPD.

Output
Net charge: +1
HOMO level (eV): -11.54

Each line ends with the Mulliken charge.
Geometry (Å):
C: -0.954 5.968 -2.425  -1.02
C: -0.331 5.013 -3.534  -0.27
B: 0.640 3.896 -2.872  0.84
O: 2.001 3.942 -3.173  -0.59
C: -0.056 2.841 -1.874  -0.59
C: 0.610 2.446 -0.502  -0.15
C: 2.153 2.180 -0.414  -1.09
C: 2.637 0.808 -0.997  -0.93
C: 2.338 -0.431 -0.056  0.78
C: 3.477 -1.524 -0.072  -1.11
C: 4.272 -1.382 1.304  -0.79
C: 3.369 -2.006 2.447  -0.13
C: 3.405 -1.134 3.783  -0.96
S: 1.691 -0.823 4.432  -0.13
C: 1.631 0.904 4.902  0.44
N: 2.388 1.571 5.772  -0.26
N: 2.068 2.872 5.835  -0.45
C: 1.044 3.057 4.974  0.02
O: 0.756 1.861 4.409  -0.15
C: -0.386 1.310 -0.108  -0.57
C: -0.524 0.884 1.358  0.24
C: -0.911 -0.637 1.534  -0.60
O: -2.182 -0.753 2.201  -0.38
C: -3.084 -1.505 1.450  0.15
O: -4.092 -1.038 1.044  -0.43
N: -1.007 0.848 -1.153  0.52
C: -0.678 1.517 -2.449  -0.56
N: 0.211 0.729 -3.325  -0.21
C: -1.954 1.756 -3.379  -0.66
C: -2.719 0.386 -3.696  -0.41
C: -2.352 -0.184 -5.125  -1.17
I: -4.849 0.598 -3.419  0.16
H: -1.536 6.803 -2.888  0.38
H: -0.188 6.403 -1.742  0.27
H: -1.692 5.411 -1.786  0.23
H: -1.177 4.446 -4.016  0.06
H: 0.185 5.628 -4.307  0.40
H: 2.334 4.855 -3.175  0.33
H: -0.984 3.381 -1.527  -0.02
H: 0.472 3.316 0.192  0.63
H: 2.454 2.187 0.671  0.51
H: 2.772 2.976 -0.894  0.37
H: 2.315 0.626 -2.054  0.25
H: 3.760 0.869 -1.050  0.54
H: 1.378 -0.941 -0.351  -0.13
H: 2.267 -0.008 0.984  -0.16
H: 2.966 -2.522 0.001  0.42
H: 4.144 -1.489 -0.961  0.45
H: 5.287 -1.836 1.263  0.39
H: 4.358 -0.284 1.501  0.31
H: 2.287 -2.006 2.133  0.12
H: 3.648 -3.070 2.620  0.33
H: 3.951 -1.745 4.540  0.47
H: 3.961 -0.196 3.572  0.52
H: 0.537 4.011 4.763  0.39
H: 0.413 1.058 1.944  -0.24
H: -1.307 1.523 1.852  0.58
H: -0.902 -1.103 0.513  0.67
H: -0.145 -1.173 2.137  -0.19
H: -2.853 -2.592 1.276  0.41
H: -1.657 0.075 -0.990  0.50
H: 0.283 1.144 -4.248  0.36
H: -0.063 -0.250 -3.355  0.28
H: -1.647 2.147 -4.385  0.28
H: -2.653 2.518 -2.952  0.46
H: -2.315 -0.369 -2.970  0.25
H: -2.969 -1.085 -5.372  0.42
H: -1.289 -0.544 -5.147  0.26
H: -2.488 0.606 -5.899  0.37
C: -10.000 0.641 -1.325  -1.16
C: -9.546 -0.580 -2.110  0.33
C: -8.463 -1.345 -1.365  -1.05
O: -9.050 -0.171 -3.384  -0.52
H: -9.168 1.335 -1.171  0.28
H: -10.769 1.186 -1.876  0.32
H: -10.403 0.358 -0.351  0.36
H: -10.399 -1.237 -2.292  0.29
H: -7.579 -0.718 -1.211  0.19
H: -8.140 -2.213 -1.943  0.30
H: -8.819 -1.688 -0.391  0.37
H: -8.296 0.409 -3.234  0.28
C: 7.783 -6.028 3.576  -1.29
C: 6.534 -5.248 3.955  0.37
C: 5.304 -6.142 3.961  -1.23
O: 6.342 -4.177 3.027  -0.49
H: 7.688 -6.449 2.570  0.35
H: 8.656 -5.373 3.566  0.31
H: 7.967 -6.844 4.278  0.38
H: 6.667 -4.799 4.941  0.26
H: 5.127 -6.566 2.967  0.32
H: 4.413 -5.567 4.224  0.27
H: 5.414 -6.961 4.674  0.41
H: 6.224 -4.562 2.150  0.34


Record 2
Here is a structure of composition C27H54AsF6O27Tl at a distorted geometry from the Open Molecules 2025 dataset. Energies are from wB97M-V/def2-TZVPD.

Output
Net charge: +3
HOMO level (alpha / beta) (eV): -16.10 / -16.10
2S+1: 2

Each line ends with the Löwdin spin population.
Geometry (Å):
Tl: -0.209 0.584 4.216  -0.05
As: -0.360 -0.003 -0.333  0.00
F: 0.344 -1.653 -0.092  0.00
F: -0.065 -0.093 -2.058  0.00
F: -1.112 1.622 -0.397  0.00
F: -0.594 0.108 1.465  0.00
F: 1.359 0.530 -0.141  0.00
F: -1.934 -0.796 -0.424  0.00
C: -1.462 -4.129 -0.619  0.00
O: -0.952 -5.296 -1.240  0.00
C: -0.585 -6.295 -0.487  0.00
O: -0.452 -6.282 0.769  0.00
O: -0.335 -7.280 -1.335  0.00
C: 0.459 -8.386 -0.863  0.00
H: -2.175 -4.373 0.169  0.00
H: -2.006 -3.398 -1.217  0.00
H: -0.627 -3.567 -0.202  0.00
H: 1.519 -8.186 -0.707  0.00
H: 0.401 -9.101 -1.683  0.00
H: 0.046 -8.804 0.055  0.00
C: -0.357 6.689 3.116  0.00
O: -0.127 5.293 3.411  0.00
C: 0.265 4.330 2.496  0.00
O: 0.257 3.110 2.716  -0.02
O: 0.698 4.950 1.342  0.00
C: 1.112 4.207 0.182  0.00
H: -0.955 6.756 2.207  0.00
H: 0.556 7.169 2.764  0.00
H: -0.727 7.269 3.962  0.00
H: 0.301 3.790 -0.415  0.00
H: 1.690 3.321 0.446  0.00
H: 1.809 4.736 -0.469  0.00
C: 3.090 -0.116 -6.678  0.00
O: 2.828 -0.844 -5.469  0.13
C: 3.313 -2.125 -5.312  0.03
O: 4.190 -2.562 -6.017  0.67
O: 2.754 -2.779 -4.206  0.11
C: 2.080 -2.002 -3.232  0.03
H: 4.139 -0.069 -6.970  0.00
H: 2.708 0.891 -6.510  0.00
H: 2.473 -0.584 -7.445  0.00
H: 2.565 -1.057 -2.986  0.01
H: 2.033 -2.521 -2.275  0.00
H: 1.061 -1.810 -3.568  0.01
C: 4.472 -3.900 4.387  -0.01
O: 3.386 -2.965 4.544  -0.06
C: 2.311 -2.869 3.599  -0.01
O: 1.541 -1.837 3.531  -0.49
O: 2.372 -3.915 2.764  -0.04
C: 1.612 -3.950 1.621  0.00
H: 4.755 -3.967 3.336  0.00
H: 4.156 -4.841 4.837  0.00
H: 5.357 -3.435 4.821  0.00
H: 2.118 -3.240 0.966  0.00
H: 0.564 -3.775 1.862  0.00
H: 1.661 -5.015 1.396  0.00
C: -3.662 1.002 -2.263  0.00
O: -4.054 2.397 -2.515  0.07
C: -5.193 2.838 -1.969  0.02
O: -6.087 2.217 -1.374  0.71
O: -5.150 4.182 -2.030  0.17
C: -6.014 4.998 -1.253  0.01
H: -2.805 0.677 -2.852  0.00
H: -4.455 0.342 -2.615  0.00
H: -3.514 0.790 -1.204  0.00
H: -5.500 5.954 -1.352  0.00
H: -6.147 4.638 -0.233  0.00
H: -6.954 5.059 -1.802  0.00
C: -6.314 1.679 2.252  0.00
O: -4.982 1.290 2.694  0.00
C: -3.839 1.769 2.280  0.00
O: -2.713 1.443 2.694  -0.01
O: -4.027 2.673 1.296  0.00
C: -3.033 3.507 0.663  0.00
H: -6.639 0.930 1.530  0.00
H: -6.328 2.654 1.766  0.00
H: -7.033 1.732 3.070  0.00
H: -2.343 3.857 1.432  0.00
H: -3.600 4.400 0.398  0.00
H: -2.606 2.998 -0.201  0.00
C: -4.359 -2.348 1.918  0.00
O: -3.404 -3.253 2.439  -0.01
C: -2.360 -2.780 3.105  0.00
O: -2.053 -1.634 3.276  -0.05
O: -1.789 -3.741 3.795  0.00
C: -2.243 -5.100 3.819  0.00
H: -5.212 -2.911 1.541  0.00
H: -3.910 -1.850 1.059  0.00
H: -4.690 -1.610 2.649  0.00
H: -2.208 -5.552 2.828  0.00
H: -3.215 -5.282 4.277  0.00
H: -1.483 -5.569 4.446  0.00
C: 4.833 3.132 1.281  -0.01
O: 4.009 2.660 2.203  -0.01
C: 3.477 1.372 2.209  0.00
O: 2.415 0.950 2.675  -0.17
O: 4.389 0.498 1.717  -0.02
C: 4.106 -0.864 1.651  0.00
H: 5.531 2.368 0.940  0.00
H: 5.458 3.932 1.677  0.00
H: 4.385 3.686 0.455  0.00
H: 3.034 -1.005 1.516  0.00
H: 4.440 -1.439 2.515  0.00
H: 4.594 -1.383 0.826  0.00
C: 2.551 3.562 -5.942  0.00
O: 2.929 4.479 -4.795  0.00
C: 3.156 4.008 -3.497  0.00
O: 3.581 4.675 -2.602  0.00
O: 3.084 2.634 -3.395  0.00
C: 3.335 1.902 -2.212  0.00
H: 3.336 2.979 -6.423  0.00
H: 1.849 4.053 -6.616  0.00
H: 1.893 2.787 -5.549  0.00
H: 4.403 1.685 -2.211  0.00
H: 2.827 0.939 -2.273  0.00
H: 2.979 2.457 -1.344  0.00


- The highest net charge belongs to which entry?
  C27H54AsF6O27Tl


- net charge of number 1 (C27H53BIN4O6S)?
  +1